No. 1
Molecular formula: C40H68BBrCsF5Mg2N7O20P
Method: DFT, ωB97M-V with the def2-TZVPD basis set

The value obtained for the HOMO-LUMO gap is 1.212 eV. As for the charge: 0. The calculation puts the lowest unoccupied orbital energy at -5.4 eV.

Geometry (Å):
C: -4.7203 3.6376 -3.7031
C: -4.8949 2.2585 -4.3229
O: -3.7025 1.8027 -4.9990
P: -2.6928 0.9300 -4.0776
O: -3.0107 1.0391 -2.6489
C: -0.9330 1.2564 -4.4228
C: -0.6511 2.5911 -5.1274
C: 0.3620 3.4486 -4.4289
O: 0.8801 4.4254 -5.3350
C: -0.1008 5.2411 -5.8961
Br: 0.8919 6.7583 -6.6516
C: -1.1628 5.8197 -4.8883
O: -0.9189 7.1464 -4.5332
N: -1.3857 4.9560 -3.6715
C: -0.1577 4.2594 -3.2012
C: 0.9796 5.2494 -2.8384
C: 0.9411 5.7935 -1.4088
C: -0.2318 6.7521 -1.1147
C: 0.0752 7.8068 -0.0455
N: 0.7493 7.1899 1.1043
C: 0.3048 7.7420 2.3404
N: 0.1567 6.9549 3.3114
N: 0.0909 9.1652 2.4075
C: -0.4739 3.3357 -2.0229
C: 0.6809 2.4154 -1.5660
C: 0.9515 2.3996 -0.0607
N: -0.2428 2.2565 0.7553
C: -0.3078 3.1969 1.8804
C: 0.1747 2.4095 3.0816
C: -0.4351 1.1922 3.2655
C: -0.0536 0.3643 4.2533
C: 0.9796 0.7364 5.1026
C: 1.5451 1.9603 4.9263
C: 1.1665 2.8169 3.9128
O: 1.7885 4.0371 3.7197
O: -2.9720 -0.7167 -4.4793
C: -3.8905 -1.2765 -3.5091
C: -4.4249 -2.6451 -4.0891
H: -3.9557 3.6413 -2.9182
H: -4.5324 4.3934 -4.4729
H: -5.6502 3.9466 -3.2207
H: -5.6498 2.3794 -5.1026
H: -5.3108 1.5549 -3.6072
H: -0.4024 1.1010 -3.4829
H: -0.5973 0.4545 -5.0896
H: -0.1657 2.3208 -6.1351
H: -1.6154 3.0798 -5.3543
H: 1.1858 2.7771 -4.1461
H: -0.5873 4.7812 -6.7522
H: -2.1168 5.8415 -5.4266
H: -1.7604 7.4832 -4.1967
H: -1.6699 5.5954 -2.9183
H: -2.1758 4.3088 -3.7671
H: 1.9173 4.6587 -2.9338
H: 1.0902 6.0802 -3.5333
H: 1.8612 6.3750 -1.2691
H: 0.9580 5.0319 -0.6330
H: -0.6415 7.1867 -2.0340
H: -1.0519 6.1363 -0.7099
H: -0.8855 8.2209 0.2647
H: 0.6184 8.6437 -0.4988
H: 1.7453 7.3282 0.9808
H: -0.1608 7.5273 4.0951
H: -0.8774 9.3535 2.1726
H: 0.2345 9.4731 3.3606
H: -0.8141 3.8985 -1.1469
H: -1.3077 2.6733 -2.2833
H: 0.5366 1.3761 -1.8660
H: 1.6484 2.7009 -2.0417
H: 1.5667 3.2370 0.2864
H: 1.5795 1.5154 0.1134
H: -1.0963 2.2117 0.2196
H: 0.2902 4.1069 1.7515
H: -1.3433 3.5283 2.0154
H: -1.2213 0.8912 2.5894
H: -0.5479 -0.5928 4.3411
H: 1.3334 0.0785 5.8827
H: 2.3506 2.2850 5.5763
H: 1.3979 4.6374 4.3632
H: -3.3849 -1.4781 -2.5697
H: -4.7693 -0.6286 -3.3332
H: -3.5796 -3.2767 -4.3477
H: -5.1077 -2.4099 -4.9469
H: -5.0463 -3.1074 -3.2467
F: 1.1960 1.6203 -6.2843
Cs: -7.0057 -2.9775 -3.7958
C: 4.6259 1.9972 0.5876
O: 5.0937 1.2698 1.4596
O: 3.4206 2.6136 0.8979
O: 5.1054 2.2468 -0.5498
H: 3.3227 2.2340 1.7881
C: -3.8182 -8.5790 -1.2042
C: -4.0580 -7.2206 -1.5879
C: -3.1150 -6.6896 -2.6415
O: -3.2289 -5.5819 -3.1239
C: -2.0288 -7.5515 -3.0747
C: -1.7754 -8.9095 -2.6850
C: -2.7842 -9.4815 -1.7068
O: -2.7715 -10.6254 -1.3261
O: -0.8616 -9.5967 -3.0679
O: -4.9293 -6.4988 -1.1543
H: -4.4643 -9.0338 -0.4586
H: -1.3525 -7.0775 -3.7799
Mg: 3.0976 3.4030 -3.4027
Mg: -2.4022 -0.3234 -6.5627
C: 3.3651 -5.0055 5.8925
C: 3.0548 -3.5274 5.7007
C: 3.6370 -2.6259 6.8006
O: 2.9170 -2.6422 8.0235
C: 3.2464 -3.7070 8.8925
N: 1.6077 -3.3695 5.5703
H: 2.7742 -5.4628 6.6872
H: 3.1444 -5.5526 4.9763
H: 4.4224 -5.1591 6.1234
H: 3.5141 -3.2211 4.7567
H: 3.5836 -1.5923 6.4478
H: 4.6990 -2.8434 6.9763
H: 4.3082 -3.9642 8.8370
H: 2.6367 -4.5881 8.6776
H: 3.0195 -3.3874 9.9104
H: 1.4064 -2.3986 5.3447
H: 1.2017 -3.4977 6.4941
B: 1.0566 -2.2736 1.3930
F: 1.7085 -1.3899 2.2891
F: 1.6720 -3.5362 1.4462
F: -0.3042 -2.3936 1.7505
F: 1.1488 -1.7562 0.0754
C: 7.5853 -9.3729 3.9281
C: 6.2912 -10.1490 3.7954
O: 5.1462 -9.2956 3.9003
C: 4.8927 -8.5377 2.8292
O: 5.5301 -8.5230 1.8082
O: 3.8276 -7.7907 3.0976
C: 3.5046 -6.8463 2.0640
H: 7.5918 -8.8003 4.8568
H: 8.4399 -10.0502 3.9219
H: 7.7050 -8.6632 3.1112
H: 6.2091 -10.8631 4.6134
H: 6.2549 -10.7145 2.8637
H: 3.3854 -7.3427 1.1037
H: 4.2751 -6.0802 2.0048
H: 2.5650 -6.3712 2.3317
N: -12.4945 -1.9777 -3.1936
O: -13.1933 -2.9354 -3.5621
O: -12.9883 -1.0475 -2.5362
O: -11.2685 -1.9491 -3.4908

Atom charges from the Mulliken analysis, given in e for atoms 1 to 6: atom 1 (C): -0.779, atom 2 (C): -0.442, atom 3 (O): -0.192, atom 4 (P): 0.394, atom 5 (O): -0.769, atom 6 (C): -0.401

***

No. 2
Molecular formula: C40H68BF3N2O7S2
Method: DFT, ωB97M-V with the def2-TZVPD basis set

The value obtained for the HOMO-LUMO gap is 7.856 eV. Its structure (SMILES) is C[C@H](F)Cc1ccc2c(c1CCCS)Nc1c(c(-c3ccccc3)c([C@H](C)F)c(B(N)O)c1[C@@H](C)F)S2.CCO.CCO.CCO.CCO.CCO.CCO. As for the charge: 0. The calculation puts the lowest unoccupied orbital energy at 0.3 eV.

Geometry (Å):
C: -4.1426 4.7861 -4.7989
C: -2.7362 4.3574 -4.1270
F: -1.7052 4.6743 -5.0946
C: -2.7129 2.7943 -3.7095
C: -1.5621 2.6280 -2.6060
C: -0.1609 2.2055 -3.1086
C: 1.0190 2.0700 -2.0820
C: 0.7619 2.3161 -0.5834
C: -0.6555 2.7182 -0.0142
C: -1.8009 2.8738 -1.0649
C: -3.2796 3.3166 -0.6497
C: -4.3848 2.1389 -0.7491
C: -3.7707 0.6697 -0.9228
S: -5.1508 -0.5865 -0.6663
N: -0.8406 2.9551 1.4246
C: -0.3694 1.8488 2.2648
C: 1.0747 1.3107 2.0913
C: 1.7249 0.1627 2.9015
C: 3.2226 -0.2296 2.5127
C: 4.4947 0.2866 3.2205
C: 5.8954 -0.2374 2.7342
C: 6.0697 -1.2475 1.5616
C: 4.7916 -1.7603 0.8419
C: 3.4085 -1.2373 1.3238
C: 0.8765 -0.5161 4.0026
C: 1.5595 -1.6804 4.8621
C: 0.9321 -3.1494 4.5505
F: 1.5662 -1.3925 6.2967
C: -0.6089 -0.0262 4.2172
B: -1.4967 -0.7982 5.3743
N: -2.6930 -1.5757 4.9023
O: -1.2123 -0.7326 6.7825
C: -1.2427 1.1366 3.3690
C: -2.7435 1.6463 3.5243
C: -2.8521 3.1819 4.0580
F: -3.3859 1.4880 2.2118
S: 2.0741 2.1296 0.7374
H: -4.4154 5.8833 -4.6242
H: -4.9951 4.1124 -4.4471
H: -4.0369 4.6607 -5.9424
H: -2.5744 5.0332 -3.2161
H: -2.3682 2.1814 -4.6240
H: -3.7449 2.4622 -3.3533
H: 0.0462 1.9887 -4.2048
H: 2.0396 1.7513 -2.4662
H: -3.3190 3.8291 0.3817
H: -3.6021 4.1253 -1.4122
H: -5.0850 2.3625 -1.6420
H: -5.0549 2.2389 0.1874
H: -3.2578 0.5384 -1.9413
H: -3.0426 0.4889 -0.0439
H: -4.4827 -1.8063 -0.8585
H: -1.8091 3.2316 1.6263
H: 4.4215 1.0049 4.1047
H: 6.8711 0.0926 3.2508
H: 7.0746 -1.6582 1.2121
H: 4.7859 -2.5195 -0.0131
H: 2.4691 -1.6098 0.7800
H: 2.6782 -1.7802 4.5896
H: 1.7159 -3.7356 3.9324
H: -0.0109 -3.1062 3.9127
H: 0.8052 -3.7590 5.5219
H: -3.0459 -1.1660 4.0136
H: -3.4386 -1.4428 5.6162
H: -0.9916 0.2083 6.9940
H: -3.3839 1.0326 4.2451
H: -3.0997 3.8193 3.1269
H: -1.8216 3.5039 4.4292
H: -3.6914 3.3218 4.8131
C: 4.2669 -6.5802 -1.9358
C: 3.8752 -5.3102 -1.2076
O: 4.9846 -4.4198 -1.1367
H: 5.0982 -7.0745 -1.4253
H: 3.4252 -7.2739 -1.9918
H: 4.6055 -6.3545 -2.9520
H: 3.5589 -5.5371 -0.1870
H: 3.0511 -4.8043 -1.7207
H: 5.2538 -4.2157 -2.0434
C: 3.8308 -11.5211 -2.0487
C: 4.1638 -10.0489 -2.1885
O: 3.0251 -9.2553 -1.8758
H: 3.0050 -11.7919 -2.7114
H: 4.6964 -12.1420 -2.2918
H: 3.5094 -11.7499 -1.0284
H: 4.4633 -9.8206 -3.2135
H: 4.9829 -9.7683 -1.5184
H: 2.7711 -9.4558 -0.9649
C: -3.3361 1.0586 8.7347
C: -3.1634 2.1984 7.7503
O: -4.1044 2.0788 6.6886
H: -3.2003 0.0961 8.2348
H: -2.6153 1.1361 9.5521
H: -4.3462 1.0604 9.1551
H: -2.1608 2.1808 7.3163
H: -3.3096 3.1651 8.2423
H: -4.9887 2.1044 7.0781
C: -8.3387 1.4985 -5.9931
C: -8.0566 2.7336 -5.1610
O: -6.9336 3.4338 -5.6848
H: -7.4691 0.8364 -6.0035
H: -9.1960 0.9486 -5.5976
H: -8.5448 1.7710 -7.0325
H: -7.8301 2.4558 -4.1294
H: -8.9197 3.4069 -5.1559
H: -7.1441 3.6843 -6.5941
C: 8.0575 -2.9236 -4.1963
C: 7.1074 -1.7442 -4.2655
O: 6.2568 -1.7302 -3.1253
H: 7.5001 -3.8628 -4.1463
H: 8.7131 -2.9488 -5.0700
H: 8.6750 -2.8707 -3.2948
H: 6.4781 -1.8121 -5.1553
H: 7.6593 -0.7997 -4.3040
H: 6.8195 -1.6608 -2.3423
C: 1.0740 5.6139 -2.8009
C: 1.3426 6.8492 -1.9650
O: 2.4679 7.5549 -2.4763
H: 1.9441 4.9525 -2.8079
H: 0.2151 5.0576 -2.4175
H: 0.8788 5.8921 -3.8411
H: 1.5592 6.5718 -0.9312
H: 0.4766 7.5195 -1.9687
H: 2.2656 7.8050 -3.3873

Atom charges from the Mulliken analysis, given in e for atoms 1 to 6: atom 1 (C): -1.078, atom 2 (C): 0.600, atom 3 (F): -0.394, atom 4 (C): -0.887, atom 5 (C): 0.910, atom 6 (C): -0.963

***

No. 3
Molecular formula: C40H69Cl2F2N2O10P4SSi
Method: DFT, ωB97M-V with the def2-TZVPD basis set

The value obtained for the HOMO-LUMO gap is 6.979 eV. As for the charge: +1. The calculation puts the lowest unoccupied orbital energy at -4.3 eV.

Geometry (Å):
C: 5.7695 -1.1148 7.5736
C: 4.8811 -0.6191 6.7122
C: 5.1373 0.5557 5.7986
C: 5.4448 0.1987 4.3028
P: 6.5635 -1.3062 4.2068
N: 5.7975 -2.6101 3.8394
C: 4.2657 0.0884 3.3435
C: 2.9901 -0.6742 3.6924
F: 2.4983 -1.3159 2.5893
F: 3.2651 -1.6585 4.5678
C: 1.9132 0.2447 4.2490
C: 0.6129 -0.5220 4.5653
Si: -0.8146 -0.3340 3.3252
C: -2.4040 -0.6289 4.2900
C: -0.7938 -1.6359 1.9703
C: -0.8773 1.3399 2.4776
C: -0.0801 1.6533 1.3792
C: -0.1597 2.8875 0.7587
C: -1.0504 3.8535 1.2048
C: -1.8564 3.5394 2.2888
C: -1.7739 2.3147 2.9306
N: 4.4665 0.7229 2.2398
S: 3.3098 0.8564 0.9471
C: 5.7818 1.3845 2.1434
C: 6.8896 0.7428 1.2422
C: 6.4919 -0.4652 0.3951
C: 6.8588 -1.7464 0.7900
C: 6.5455 -2.8554 0.0242
C: 5.8322 -2.7311 -1.1542
C: 5.4583 -1.4591 -1.5755
C: 4.6735 -1.3176 -2.8589
C: 5.8053 -0.3570 -0.8101
P: 5.5699 3.2196 1.4287
O: 7.0160 3.8609 1.7100
Cl: 5.5259 3.0491 -0.6442
C: 6.0718 1.5178 3.7013
Cl: 5.0456 2.9733 4.1602
C: 7.5341 1.8312 4.0750
C: 7.8015 2.8907 5.1551
O: 7.9649 4.1876 4.6100
H: 5.6326 -2.1394 7.8969
H: 6.5804 -0.5087 7.9645
H: 3.8920 -1.0622 6.7183
H: 4.2868 1.2278 5.8854
H: 6.0308 1.0553 6.1770
H: 7.1842 -1.4157 5.4571
H: 7.5768 -0.9005 3.3247
H: 6.1299 -3.0127 2.9713
H: 2.2957 0.6452 5.1930
H: 1.7624 1.1025 3.5879
H: 0.2322 -0.2276 5.5447
H: 0.8082 -1.5947 4.6478
H: -3.2690 -0.3864 3.6729
H: -2.4207 -1.6877 4.5544
H: -2.4119 -0.0197 5.1954
H: -1.6947 -1.4655 1.3754
H: 0.0768 -1.5643 1.3165
H: -0.8451 -2.6452 2.3820
H: 0.6046 0.9126 0.9831
H: 0.4740 3.1172 -0.0914
H: -1.1283 4.8119 0.7110
H: -2.5765 4.2721 2.6348
H: -2.4009 2.0974 3.7866
H: 2.9517 2.1297 1.2175
H: 7.7271 0.4189 1.8604
H: 7.3159 1.4811 0.5610
H: 7.4342 -1.9324 1.6848
H: 6.8583 -3.8396 0.3513
H: 5.5681 -3.6065 -1.7326
H: 4.7961 -2.2332 -3.4375
H: 3.6101 -1.2721 -2.6112
H: 4.9882 -0.4712 -3.4640
H: 5.5009 0.6095 -1.1834
H: 7.7431 3.4559 1.2115
H: 8.0912 2.1628 3.2006
H: 8.0480 0.9271 4.4133
H: 7.0821 2.8924 5.9736
H: 8.7665 2.6363 5.6036
H: 7.2232 4.7237 4.9039
O: -2.0301 3.1510 -4.1124
P: -3.2320 2.3159 -3.9420
O: -4.0251 2.7804 -2.6227
C: -4.6511 4.0713 -2.5881
C: -5.9235 4.1215 -3.4134
O: -2.6518 0.8972 -3.3815
C: -1.2620 0.5988 -3.4362
C: -0.5926 0.9345 -2.1194
O: -4.4605 1.6239 -4.7015
C: -4.2940 1.2855 -6.1082
C: -3.3193 0.1461 -6.3312
H: -3.9406 4.8328 -2.9209
H: -4.8809 4.2675 -1.5418
H: -5.7072 4.0296 -4.4793
H: -6.4418 5.0673 -3.2549
H: -6.5895 3.3015 -3.1442
H: -0.7801 1.1209 -4.2633
H: -1.1740 -0.4707 -3.6402
H: -0.8458 1.9417 -1.7927
H: 0.4948 0.8508 -2.2017
H: -0.9333 0.2523 -1.3372
H: -3.9817 2.1739 -6.6601
H: -5.2823 1.0047 -6.4667
H: -2.2920 0.4597 -6.1349
H: -3.3729 -0.1936 -7.3651
H: -3.5394 -0.6892 -5.6683
O: -9.5134 -2.3421 -3.4898
P: -8.1851 -2.6933 -4.0217
O: -7.6193 -1.4703 -4.8946
C: -7.2900 -0.2331 -4.2491
C: -5.9996 -0.3100 -3.4575
O: -8.5001 -3.7433 -5.2228
C: -9.7904 -4.3374 -5.3702
C: -10.6315 -3.5797 -6.3763
O: -6.7765 -3.3806 -3.6624
C: -6.7265 -4.3934 -2.6300
C: -7.4019 -5.6866 -3.0425
H: -8.1205 0.0795 -3.6098
H: -7.1924 0.5043 -5.0463
H: -6.1108 -0.9666 -2.5905
H: -5.7186 0.6738 -3.0989
H: -5.1951 -0.7125 -4.0682
H: -10.2985 -4.4057 -4.4081
H: -9.6260 -5.3593 -5.7187
H: -10.6378 -2.5114 -6.1621
H: -11.6590 -3.9457 -6.3744
H: -10.2236 -3.7037 -7.3806
H: -7.1699 -4.0005 -1.7123
H: -5.6701 -4.5697 -2.4348
H: -8.4864 -5.5716 -3.0830
H: -7.1768 -6.4741 -2.3230
H: -7.0683 -5.9970 -4.0316

Atom charges from the Mulliken analysis, given in e for atoms 1 to 6: atom 1 (C): -0.947, atom 2 (C): -0.488, atom 3 (C): -1.000, atom 4 (C): 2.633, atom 5 (P): 0.221, atom 6 (N): -0.807